Entry from OMol25: a 3-piece molecular cluster, C7H4ClN2O2 overall (ωB97M-V/def2-TZVPD).

Calculated values
Net charge   -1
LUMO level   1.86 eV
Orbital gap   6.03 eV
HOMO energy   -4.17 eV
Spin multiplicity   1
Max |F|   0.129 hartree/bohr

```
16
Properties=species:S:1:pos:R:3:forces:R:3
C 0.45507 1.60962 2.04481 0.927 1.750 2.194
C -0.89658 -0.79607 -1.03767 1.090 2.023 0.851
C -1.68911 0.42640 -0.93443 -0.900 0.430 0.933
C 0.23706 -1.12298 -0.38006 -0.763 -0.821 -0.395
C 3.09557 -0.26153 0.85041 -0.358 -0.137 0.305
C -1.40294 1.37631 -0.03714 3.918 -4.379 1.189
C 0.27503 0.60511 1.15347 -4.605 1.180 -4.626
N 0.50587 2.52605 2.75948 -0.051 -0.723 -0.567
N 0.75751 -0.41737 0.65104 0.314 -0.078 1.916
O 3.15097 -0.36002 -0.27841 0.982 -0.198 -3.086
O 3.01629 -0.16498 1.98013 0.648 0.371 2.919
Cl -2.90959 -2.88358 -2.98897 0.083 0.153 0.053
H -1.07788 -1.30163 -1.90066 -1.092 -2.164 -2.037
H -2.63439 0.49541 -1.53980 1.211 -0.115 0.182
H 0.78242 -2.06337 -0.55558 -0.421 0.644 -0.370
H -1.66530 2.33263 0.21338 -0.984 2.063 0.538
```
Forces are in eV/Å.

***

Entry from OMol25: one molecule with the formula C6H12N4 (ωB97M-V/def2-TZVPD).

Calculated values
LUMO level   0.78 eV
Orbital gap   9.62 eV
ΔE to the lowest compared entry with this formula, charge and spin   0.518 eV
HOMO energy   -8.84 eV
SMILES   CCNCc1cn(C)nn1
Spin multiplicity   1
Max |F|   0.024 hartree/bohr

```
22
Properties=species:S:1:pos:R:3:forces:R:3
C 0.03741 0.14944 -2.98248 -0.255 -0.115 0.208
C -1.06908 -0.16115 -1.97891 0.106 -0.063 -0.138
N -1.52379 1.04265 -1.29944 -0.314 0.002 0.037
H -2.39148 0.84008 -0.81186 0.088 0.047 -0.070
C -0.58570 1.59079 -0.33186 -0.127 0.035 0.040
C -0.26173 0.65491 0.78996 0.907 -0.173 -0.017
C 0.93875 0.08624 1.16383 -0.542 0.173 -0.021
N 0.62672 -0.70550 2.21633 -0.010 0.579 -0.718
N -0.67495 -0.63186 2.46139 -0.145 -0.772 0.973
N -1.21090 0.16972 1.62210 -0.460 0.424 -0.376
C 1.49381 -1.53010 3.00340 0.272 -0.311 0.318
H 2.25477 -0.92312 3.49714 -0.071 -0.043 -0.010
H 0.88224 -2.02768 3.75343 0.046 0.027 -0.046
H 1.98416 -2.27747 2.37712 -0.059 0.034 0.050
H 1.93453 0.18407 0.78592 0.230 0.014 -0.084
H -1.04218 2.49663 0.07800 0.162 -0.020 -0.051
H 0.33488 1.87141 -0.84861 -0.056 0.090 0.092
H -1.93056 -0.56379 -2.51756 0.056 -0.033 0.072
H -0.71951 -0.93864 -1.27726 -0.086 0.049 -0.089
H 0.22573 -0.72105 -3.60580 0.102 -0.069 -0.068
H 0.96390 0.41556 -2.48018 0.152 0.033 -0.002
H -0.26701 0.97885 -3.61469 0.003 0.092 -0.101
```
Forces are in eV/Å.

***

Entry from OMol25: a 2-piece molecular cluster, C5H10O overall (ωB97M-V/def2-TZVPD).

Calculated values
LUMO level   0.64 eV
Orbital gap   10.10 eV
ΔE to the lowest compared entry with this formula, charge and spin   1.803 eV
HOMO energy   -9.46 eV
SMILES   C=CCC.C=O
Spin multiplicity   1
Max |F|   0.012 hartree/bohr

```
16
Properties=species:S:1:pos:R:3:forces:R:3
C -0.58538 0.71195 -1.46686 -0.066 0.007 -0.063
C 0.61583 0.49689 -0.53695 0.082 0.071 0.002
C 0.20611 0.71649 0.89445 -0.047 0.208 0.041
C 0.51023 1.80612 1.59252 -0.034 -0.075 -0.024
C -0.33092 -2.82647 0.24135 0.359 0.068 0.141
O 0.75506 -2.41488 0.56100 -0.511 -0.366 -0.129
H -0.98758 1.72306 -1.34156 0.044 -0.149 -0.041
H -1.39773 0.00686 -1.24646 0.137 0.110 -0.017
H -0.30258 0.58076 -2.51658 -0.040 0.003 0.130
H 1.39733 1.22272 -0.79039 -0.072 -0.085 0.020
H 1.03348 -0.50314 -0.69593 -0.083 0.207 0.142
H 1.21438 2.54623 1.21557 -0.211 -0.039 -0.030
H 0.05061 2.00589 2.55616 0.247 -0.125 -0.004
H -0.45967 -0.01578 1.35656 0.038 0.113 -0.227
H -0.89720 -2.40675 -0.61490 0.133 0.010 0.086
H -0.82196 -3.64996 0.79202 0.023 0.044 -0.027
```
Forces are in eV/Å.

***

Entry from OMol25: one molecule with the formula C22H24N4O6S (ωB97M-V/def2-TZVPD).

Calculated values
LUMO level   0.16 eV
Orbital gap   8.38 eV
ΔE to the lowest compared entry with this formula, charge and spin   1.849 eV
HOMO energy   -8.22 eV
SMILES   COc1cc(C(=O)Nc2ccc(S(=O)(=O)Nc3cc(C)nc(C)n3)cc2)cc(OC)c1OC
Spin multiplicity   1
Max |F|   0.019 hartree/bohr

```
57
Properties=species:S:1:pos:R:3:forces:R:3
C -0.34820 -0.45746 2.49136 -0.156 0.147 0.190
H -0.98035 -1.24687 2.89232 -0.005 0.096 0.028
O 0.48123 -1.08440 1.54511 0.425 -0.055 -0.448
C 1.40643 -0.32054 0.88178 -0.024 -0.105 0.028
C 1.50998 1.05163 1.06958 0.197 0.052 0.057
C 2.43414 1.80628 0.36008 0.190 -0.602 0.125
C 3.30704 1.18605 -0.52507 -0.041 0.148 0.004
C 3.22140 -0.18113 -0.72580 -0.134 -0.194 0.053
C 2.26608 -0.95660 -0.02852 0.140 -0.120 -0.131
O 2.28564 -2.27209 -0.35510 -0.001 0.544 -0.144
C 1.71286 -3.24925 0.49487 -0.225 -0.448 0.273
H 0.62153 -3.24848 0.43388 0.283 -0.051 0.031
H 2.09727 -4.19866 0.12260 -0.011 0.028 0.050
H 2.02905 -3.11029 1.53025 0.035 -0.006 -0.036
O 4.00941 -0.88800 -1.57756 -0.306 -0.046 0.258
C 5.02500 -0.20342 -2.27097 0.160 0.129 -0.112
H 5.54333 -0.96377 -2.85270 -0.006 0.091 0.022
H 4.61292 0.55115 -2.94887 0.012 -0.014 0.036
H 5.73170 0.27286 -1.58435 -0.034 -0.007 -0.022
H 4.03404 1.79076 -1.04089 0.120 0.025 -0.075
C 2.52173 3.27099 0.58046 -0.001 0.088 0.088
O 3.55922 3.88048 0.71356 0.147 -0.023 -0.072
N 1.30971 3.92054 0.69833 0.039 0.472 0.287
C 0.06748 3.45109 0.28453 -0.573 -0.152 -0.329
C -1.07584 3.73013 1.03684 0.147 -0.077 -0.118
C -2.29651 3.19960 0.66284 -0.077 0.098 0.058
C -2.38085 2.41846 -0.47400 -0.590 -0.226 -0.258
C -1.27234 2.19204 -1.26801 0.084 -0.043 -0.109
C -0.04884 2.70603 -0.89212 -0.145 0.205 0.081
H 0.82305 2.53707 -1.50290 0.043 -0.021 -0.083
H -1.38310 1.63534 -2.18326 0.069 -0.063 -0.131
S -3.93801 1.65670 -0.88835 0.112 -0.154 0.446
O -3.94615 1.29505 -2.27046 0.319 -0.114 0.112
O -5.01551 2.42608 -0.35015 0.160 -0.034 0.273
N -3.90708 0.26498 0.05679 -0.498 0.684 -0.280
C -3.08355 -0.82441 -0.07507 0.682 -0.513 -0.468
N -3.05664 -1.66347 0.95909 -0.403 0.417 0.133
C -2.26976 -2.72668 0.85312 -0.090 0.117 -0.005
N -1.48877 -3.00120 -0.17590 0.131 -0.390 -0.194
C -1.50517 -2.16733 -1.21583 -0.233 0.240 0.124
C -2.31870 -1.04422 -1.21919 0.054 -0.160 0.142
H -2.39616 -0.38931 -2.06725 0.060 -0.020 -0.152
C -0.60473 -2.49908 -2.35796 -0.048 0.040 -0.027
H 0.42659 -2.27965 -2.08344 0.105 0.025 0.014
H -0.86904 -1.92394 -3.24056 0.033 0.024 -0.108
H -0.66391 -3.56274 -2.57488 -0.010 -0.053 -0.037
C -2.26437 -3.69095 1.99405 -0.057 0.055 0.003
H -2.90158 -3.32365 2.79238 -0.002 -0.029 0.076
H -1.24712 -3.83142 2.35281 0.092 -0.041 0.052
H -2.62995 -4.65636 1.65075 -0.002 -0.093 0.010
H -4.43361 0.30534 0.91526 -0.107 0.152 0.089
H -3.19170 3.38648 1.23431 -0.062 0.090 0.141
H -0.99579 4.34310 1.92223 0.010 0.024 0.117
H 1.35337 4.84738 1.10266 0.105 -0.127 -0.082
H 0.87333 1.54305 1.78518 -0.121 0.005 0.040
H 0.23443 -0.00906 3.30286 -0.019 0.000 -0.036
H -0.98459 0.30580 2.02930 0.026 -0.014 0.019
```
Forces are in eV/Å.